*a*
Density functional theory data (ωB97M-V with the def2-TZVPD basis set) for a 2-piece molecular cluster, C5H16N2O overall.

The geometry in ORCA input format:
```
! RIJCOSX wB97M-V def2-TZVPD def2/J DEFGRID3
* xyz 0 1
C -0.2945 -2.0896 2.6866
N -0.7917 -0.9553 1.7864
C 0.4836 -0.3807 1.0560
C 0.0498 0.7697 0.2188
N -0.1525 0.5310 -1.2066
C -0.7547 -0.8617 -1.4337
C 1.2179 0.4457 -1.8475
H -0.0816 -1.8271 3.7144
H -0.9362 -2.9589 2.5270
H 0.8039 -2.3473 2.2351
H -1.2909 -0.2292 2.3069
H 1.2119 -0.1459 1.9328
H 0.9374 -1.2693 0.7372
H 0.8906 1.5585 0.2396
H -0.9406 1.3454 0.5198
H -1.7299 -0.8547 -0.8187
H -0.0923 -1.7595 -1.0625
H -0.9236 -0.8950 -2.4779
H 1.0582 0.2221 -2.8247
H 1.5906 1.4118 -1.7230
H 2.0952 -0.0360 -1.4045
O -0.5120 3.5639 -1.9711
H -0.6384 3.6827 -1.0027
H -1.2001 3.0792 -2.1877
*
```

Its SMILES is CNCCN(C)C.O. For the orbital gap, the calculation gives 9.70 eV.

natural (NBO) atomic charge list, values in e, 2 entries: -0.422, -0.649

***

*b*
Density functional theory data (ωB97M-V with the def2-TZVPD basis set) for a 2-piece molecular cluster, C5H16N2O overall.

The geometry in ORCA input format:
```
! RIJCOSX wB97M-V def2-TZVPD def2/J DEFGRID3
* xyz 0 1
C 2.9441 0.4398 0.8396
C 1.4339 0.3540 0.7434
N 1.0621 -0.0287 -0.6074
C -0.3595 -0.1407 -0.9027
C -1.1902 1.1506 -0.5638
C -2.1757 0.9566 0.5667
N -3.3004 0.0931 0.2802
H 3.2449 0.5426 1.8850
H 3.4293 -0.4814 0.5172
H 3.3034 1.3417 0.3344
H 1.1204 -0.4387 1.4304
H 1.0105 1.3219 1.0238
H 1.6258 0.4469 -1.3072
H -0.5021 -0.5195 -1.9080
H -0.6979 -0.9085 -0.2052
H -0.4286 1.9148 -0.3823
H -1.7186 1.4310 -1.4768
H -1.7071 0.6079 1.4728
H -2.5171 1.9379 0.8923
H -4.0145 0.5180 -0.2834
H -3.0195 -0.7413 -0.2183
O 0.8620 -3.4321 -1.0529
H 1.1243 -2.5355 -0.8155
H 0.4704 -3.8302 -0.2622
*
```

Its SMILES is CCNCCCN.O. For the orbital gap, the calculation gives 9.71 eV.

natural (NBO) atomic charge list, values in e, 2 entries: -0.613, -0.219

***

Energies relative to the most stable structure are *a* 68.4; *b* 0.0, reported in kcal/mol.

***

*a*
Density functional theory data (ωB97M-V with the def2-TZVPD basis set) for a 2-piece molecular cluster, C5H16N2O overall.

The geometry in ORCA input format:
```
! RIJCOSX wB97M-V def2-TZVPD def2/J DEFGRID3
* xyz 0 1
C 2.6928 -0.1315 -0.8777
C 1.5858 -0.0877 0.2928
C 1.8237 1.1048 1.2939
N 0.2090 -0.0478 -0.1870
C -0.4643 -1.2862 -0.6696
C -1.9309 -1.0169 -0.9820
N -2.3621 0.3896 -1.1356
H 3.4922 -0.7327 -0.5027
H 3.1219 0.8464 -0.9055
H 2.1862 -0.4686 -1.7070
H 1.6056 -1.0320 0.9044
H 1.2956 0.7993 2.2319
H 1.2812 2.0683 0.9483
H 2.9033 1.3473 1.5676
H 0.0213 0.6102 -0.9880
H -0.2728 -1.9723 0.1610
H 0.0504 -1.5839 -1.7340
H -2.1088 -1.7002 -1.8425
H -2.4941 -1.3347 -0.0859
H -2.1676 0.6616 -2.1463
H -1.5609 0.8677 -0.6517
O -1.5095 0.8901 1.9861
H -0.9104 0.5465 1.2453
H -1.5377 0.0691 2.5303
*
```

Its SMILES is CC(C)NCCN.O. For the orbital gap, the calculation gives 10.00 eV.

natural (NBO) atomic charge list, values in e, 2 entries: -0.630, -0.022

***

*b*
Density functional theory data (ωB97M-V with the def2-TZVPD basis set) for a 2-piece molecular cluster, C5H16N2O overall.

The geometry in ORCA input format:
```
! RIJCOSX wB97M-V def2-TZVPD def2/J DEFGRID3
* xyz 0 1
C 1.0638 -1.0445 -1.4894
O -0.2427 -1.1849 -2.0914
C 1.5554 0.4112 -1.3927
C 1.8908 0.9861 -2.7732
H 1.7790 -1.5577 -2.1211
H 1.0473 -1.4459 -0.4455
H 2.5324 0.3636 -0.7749
H 0.8400 1.0737 -0.8265
H 1.9049 2.1115 -2.7297
H 1.0276 0.7873 -3.4568
H 2.8747 0.6036 -3.2637
N -0.7866 0.8189 3.0533
C -1.8667 0.1513 2.1779
C -1.0885 -0.5897 1.0688
N -1.9990 -0.8135 0.0030
H -0.2517 0.1495 3.6058
H -0.1206 1.2430 2.3996
H -1.0252 1.5840 3.6853
H -2.5136 -0.5501 2.7404
H -2.4902 0.9698 1.7076
H -0.2474 0.0471 0.7701
H -0.5236 -1.4644 1.5170
H -1.0036 -0.8826 -1.4469
H -2.3566 -1.7673 0.0829
*
```

For the orbital gap, the calculation gives 5.58 eV.

natural (NBO) atomic charge list, values in e, 2 entries: -0.060, -0.801

***

*c*
Density functional theory data (ωB97M-V with the def2-TZVPD basis set) for a 2-piece molecular cluster, C5H16N2O overall.

The geometry in ORCA input format:
```
! RIJCOSX wB97M-V def2-TZVPD def2/J DEFGRID3
* xyz 0 1
C 1.3343 0.8810 -1.8455
C -0.0523 1.1769 -1.2232
C -0.0232 2.6290 -0.6972
C -0.4078 0.0612 -0.2037
N -0.6795 -1.1459 -0.9315
C 0.6752 -0.0914 0.9368
N 0.1157 -1.1163 1.8381
H 1.2615 -0.0311 -2.4151
H 1.7826 1.6876 -2.4358
H 2.0884 0.7858 -1.0581
H -0.7778 1.0789 -2.0474
H -0.9719 3.0384 -0.3635
H 0.5356 2.6496 0.2586
H 0.4531 3.2398 -1.4704
H -1.3985 0.3491 0.2232
H -0.7444 -1.8980 -0.2390
H 0.1019 -1.3769 -1.5303
H 1.6210 -0.4766 0.4923
H 0.7632 0.8677 1.4308
H 0.7691 -1.5720 2.4602
H -0.6034 -0.6551 2.3893
O -1.8259 -3.5783 2.3827
H -1.4444 -2.7050 2.2354
H -2.5725 -3.7985 1.8130
*
```

Its SMILES is CC(C)[C@@H](N)CN.O. For the orbital gap, the calculation gives 10.11 eV.

natural (NBO) atomic charge list, values in e, 2 entries: -0.617, -0.219

***

Energies relative to the most stable structure are *a* 33.5; *b* 87.9; *c* 0.0, reported in kcal/mol.

***

*a*
Density functional theory data (ωB97M-V with the def2-TZVPD basis set) for a 2-piece molecular cluster, C5H16N2O overall.

The geometry in ORCA input format:
```
! RIJCOSX wB97M-V def2-TZVPD def2/J DEFGRID3
* xyz 0 1
C -1.3669 1.7655 -1.8901
C -0.3638 0.6695 -1.6264
N -0.0885 0.5162 -0.2191
C 0.7500 -0.5584 0.2872
C 1.9181 -0.9915 -0.6465
C 1.2581 -0.2084 1.6769
N 0.2532 -0.3108 2.7369
H -0.9120 2.7268 -2.1252
H -2.0064 1.9644 -1.0237
H -2.0762 1.4552 -2.6484
H -0.7079 -0.3122 -1.9993
H 0.5430 0.7609 -2.1815
H -0.0324 1.3779 0.3059
H 0.1221 -1.4609 0.2690
H 1.5414 -1.1624 -1.6541
H 2.6480 -0.1778 -0.7099
H 2.3600 -1.8680 -0.1731
H 2.0018 -0.9566 1.9141
H 1.6166 0.8149 1.7105
H -0.5069 0.3439 2.5957
H -0.1286 -1.2251 2.8906
O -2.5980 -1.2297 1.0640
H -2.2119 -1.4574 0.2047
H -2.0128 -0.4758 1.2417
*
```

Its SMILES is CCN[C@@H](C)CN.O. For the orbital gap, the calculation gives 9.54 eV.

natural (NBO) atomic charge list, values in e, 2 entries: -0.625, -0.209

***

*b*
Density functional theory data (ωB97M-V with the def2-TZVPD basis set) for a 2-piece molecular cluster, C5H16N2O overall.

The geometry in ORCA input format:
```
! RIJCOSX wB97M-V def2-TZVPD def2/J DEFGRID3
* xyz 0 1
C 0.6750 2.2003 -0.3251
N 1.0182 0.7018 -0.1569
C -0.2084 -0.1603 -0.3954
C 0.0761 -1.6572 0.2547
C -1.0666 -2.5757 -0.3087
N 0.3917 -1.4849 1.6753
C 1.2959 -2.5363 2.2495
H 0.3324 2.8389 0.6848
H -0.1399 2.3043 -1.0832
H 1.5732 2.7216 -0.5974
H 1.4949 0.5350 0.6567
H -1.1753 0.3337 0.0640
H -0.4056 -0.1963 -1.4891
H 0.9892 -1.9355 -0.4732
H -1.9725 -2.0838 -0.2049
H -1.2092 -3.5814 -0.1351
H -0.9453 -2.6530 -1.3545
H -0.4414 -1.5138 2.2998
H 1.0063 -3.4238 1.8561
H 2.3775 -2.1915 2.1224
H 1.1911 -2.5920 3.2733
O -1.8641 5.7790 -3.1985
H -1.8777 4.9667 -2.6712
H -1.1153 6.2042 -2.7431
*
```

Its SMILES is CNC[C@H](C)NC.O. For the orbital gap, the calculation gives 9.20 eV.

natural (NBO) atomic charge list, values in e, 2 entries: -0.418, -0.644

***

Energies relative to the most stable structure are *a* 0.0; *b* 52.0, reported in kcal/mol.

***

*a*
Density functional theory data (ωB97M-V with the def2-TZVPD basis set) for one molecule with the formula C2H3IN2.

The geometry in ORCA input format:
```
! RIJCOSX wB97M-V def2-TZVPD def2/J DEFGRID3
* xyz 0 1
H 1.9429 0.4509 1.5506
N 1.1725 0.7411 0.9867
C 0.4214 0.0175 0.4216
I 0.8404 -2.4371 1.2658
C -0.6413 0.0682 -0.4821
N -0.7340 1.0277 -1.3444
H -1.6293 0.9263 -1.8325
H -1.3726 -0.7946 -0.5657
*
```

Its SMILES is [H]/N=C(I)/C=N/[H]. For the orbital gap, the calculation gives 7.81 eV.

natural (NBO) atomic charge list, values in e, 2 entries: 0.421, -0.519

***

*b*
Density functional theory data (ωB97M-V with the def2-TZVPD basis set) for one molecule with the formula C2H3IN2.

The geometry in ORCA input format:
```
! RIJCOSX wB97M-V def2-TZVPD def2/J DEFGRID3
* xyz 0 1
N 0.0272 -2.2409 0.3062
C -0.0998 -1.0159 0.2788
C 0.3582 0.2382 -0.1236
N 1.3913 0.9560 0.5127
I 3.2783 0.2591 -0.1133
H 0.4846 -2.8486 -0.4357
H -0.1403 0.9155 -0.8298
H 1.4867 1.9631 0.1862
*
```

Its SMILES is N=C=CNI. For the orbital gap, the calculation gives 7.63 eV.

natural (NBO) atomic charge list, values in e, 2 entries: -0.623, 0.369

***

*c*
Density functional theory data (ωB97M-V with the def2-TZVPD basis set) for one molecule with the formula C2H3IN2.

The geometry in ORCA input format:
```
! RIJCOSX wB97M-V def2-TZVPD def2/J DEFGRID3
* xyz 0 1
C 0.5676 -0.3394 -0.0602
C -0.5290 0.5716 0.4652
N 0.2810 -0.8371 -1.1707
N -0.0157 -1.1144 -2.1953
I 2.1082 -0.8881 1.2170
H -0.5116 1.5009 -0.1137
H -0.3611 0.9190 1.4557
H -1.5393 0.1874 0.4020
*
```

For the orbital gap, the calculation gives 8.03 eV.

natural (NBO) atomic charge list, values in e, 2 entries: -0.228, -0.632

***

Energies relative to the most stable structure are *a* 0.0; *b* 26.4; *c* 4.6, reported in kcal/mol.